# 1
Density functional theory data (ωB97M-V/def2-TZVPD) for a molecular structure, C36H41N10O5STl at a distorted geometry.

Computed properties:
* LUMO energy: 0.1428 hartree
* net charge: -2
* molecular weight: 930.24 g/mol

Positions of all 94 atoms, in Å:
Tl -1.6712 1.2402 0.9268
S -4.2321 1.5527 -2.1057
O -1.4269 1.0085 3.2340
O -1.1004 3.5070 1.9154
O -0.1960 5.5006 4.0736
O 0.3598 4.0770 6.4344
O -0.5407 1.2570 6.0260
N 3.2492 1.7960 1.8213
N 1.7811 0.2069 1.0249
N 2.5937 -0.9302 -3.0319
N 1.8175 1.3019 -2.9295
N -2.8852 3.2014 -3.8344
N -2.1599 1.2027 -3.9278
N 0.8851 -0.1659 -1.4786
N -1.8934 3.2238 -4.7791
N 3.8166 -0.3882 2.1269
N -1.9538 -0.1949 -3.8453
C -0.2065 -2.9686 0.7171
C 4.2763 -0.3452 3.5224
C -0.0886 3.5536 5.4145
C -7.2688 -2.1135 1.2421
C 3.9789 -1.6673 1.4730
C -5.9303 -2.2398 0.9086
C 4.6337 2.2141 1.6923
C 2.8736 0.5024 1.5900
C -0.8558 -3.3935 -1.5891
C -3.0891 1.9658 -3.3199
C -0.8526 3.3137 3.1535
C -0.3823 4.2824 4.1442
C 2.6551 -0.9795 -4.4995
C -0.8643 -3.7749 -0.2732
C -6.8084 -2.2728 3.5733
C -1.4864 2.0065 -4.8080
C -0.3177 -2.1728 -1.9879
C 1.1263 -0.9900 1.3298
C 0.3653 -1.4067 -1.0781
C -5.0430 -2.5653 1.9160
C -4.9269 -1.8633 -1.4719
C -0.3596 1.4737 -5.5755
C 1.0317 -1.3977 2.6558
C 0.4775 -1.7884 0.2922
C -0.9979 2.0512 3.8043
C 3.0770 1.9334 -3.2007
C -0.5875 2.1368 5.2084
C 2.2911 2.8688 1.5811
C -0.2008 -3.3676 2.0779
C 1.7366 0.0252 -2.4047
C 2.8209 -2.2267 -2.3911
C -7.7083 -2.1013 2.5455
C -5.4545 -2.0434 -0.4231
C 0.3682 -2.5595 3.0226
C 0.8356 2.2720 -2.4465
C -5.4598 -2.4937 3.2400
H 3.6922 -1.2233 -4.7777
H -0.6929 0.7690 -6.3778
H -2.4464 -0.4059 -3.0109
H -1.2201 -4.7554 0.0064
H 3.9106 -2.4894 -2.4991
H 4.0504 0.6271 3.9988
H 3.7640 1.2309 -3.5549
H 5.3560 -0.4958 3.6300
H 0.1916 0.8513 -4.9060
H 2.6384 -2.2039 -1.3223
H 2.2272 -3.0617 -2.7961
H 0.2080 -2.7859 4.0613
H -7.9419 -1.9704 0.4051
H 5.2786 1.3977 2.0728
H 1.2652 2.5131 1.5230
H 1.9960 -1.7641 -4.8981
H 1.4275 -0.7249 3.4008
H 1.0696 2.5322 -1.4277
H 5.0506 -1.9620 1.5153
H 2.9843 2.6832 -3.9623
H 2.3490 3.6525 2.3620
H -0.4263 -1.7691 -2.9833
H 2.5413 3.3424 0.6352
H -8.7610 -1.9480 2.6617
H -0.7046 -4.2906 2.3253
H 3.3405 -2.4369 1.9627
H 0.1944 2.3198 -5.9706
H -7.1176 -2.1909 4.6273
H -4.0102 -2.8105 1.6804
H 0.8812 3.1132 -3.1190
H 4.8695 2.4582 0.6447
H -4.5812 -1.5730 -2.4582
H 3.4822 2.4181 -2.2890
H 3.7304 -1.1333 4.0614
H -1.3364 -3.9907 -2.3171
H -0.1630 1.8210 -2.4898
H 4.8175 3.1126 2.3028
H 3.7310 -1.5400 0.4333
H 2.3868 -0.0279 -4.9263
H -4.7419 -2.5898 4.0717
H -3.3924 4.0366 -3.5818


# 2
Density functional theory data (ωB97M-V/def2-TZVPD) for a molecular structure, C57H51FGeP3SiZn at a distorted geometry.

Computed properties:
* LUMO energy: -0.0717 hartree
* net charge: +1
* molecular weight: 1014.04 g/mol

Positions of all 115 atoms, in Å:
Ge 0.1201 0.0071 -3.2114
Zn -0.0273 -0.0086 1.0782
P -1.2626 -1.8283 -0.3119
P -1.0064 2.0038 -0.3254
P 2.2426 -0.1943 -0.2673
Si -0.0625 -0.1009 3.4849
F 0.1331 0.0556 -4.9801
C 0.0175 1.9476 -2.9940
C -0.6967 4.0767 -2.0914
C 1.3552 0.8950 4.2217
C -3.9882 -1.1406 0.1473
C -0.1367 3.9969 3.1523
C -0.5078 2.6997 -1.9350
C -3.5010 1.7235 -1.4049
C -3.5033 3.2026 0.4891
C -2.1078 -1.2805 -4.3265
C 3.5738 -3.6506 2.5210
C -3.5318 -3.0082 -3.4430
C 0.4244 2.6203 -4.1590
C 0.9502 4.7984 2.8177
C 0.3185 -3.9770 -0.8927
C -2.7872 -1.5981 0.6866
C 3.2489 2.2767 -0.8751
C 3.3951 1.2083 0.0158
C 3.2663 -2.3949 3.0315
C 1.9056 -0.7647 -3.0448
C 0.2798 3.9940 -4.2755
C -5.0054 -1.1263 2.3333
C 3.7321 -1.6470 -4.3739
C 0.8180 -5.2671 -0.8143
C 4.0627 3.3950 -0.7836
C -1.4589 -1.1448 -3.0873
C 3.4964 -3.8720 1.1532
C -2.8067 2.3603 -0.3725
C -2.9124 -2.8746 -2.2147
C -0.7330 -5.7491 0.9561
C 5.0259 3.4713 0.2160
C 0.8432 3.9768 0.5561
C -5.0853 -0.8976 0.9672
C -0.7194 -3.5590 -0.0550
C 0.0966 -1.8764 4.0846
C 2.4089 -1.2491 -4.2620
C 2.8262 -1.5782 0.7891
C -1.9000 -1.9308 -2.0144
C 3.1298 -2.8440 0.2918
C 4.3741 1.2834 1.0024
C -2.7106 -1.7967 2.0695
C 2.7603 -0.7150 -1.9358
C 4.1031 -1.0776 -2.0766
C -4.8745 3.3919 0.3240
C 4.5890 -1.5417 -3.2846
C 1.4449 4.7759 1.5224
C -4.8616 1.9225 -1.5758
C -0.3066 4.7233 -3.2490
C 2.8811 -1.3757 2.1718
C -3.1403 -2.1912 -4.4958
C 5.1815 2.4148 1.1023
C -0.2481 3.1720 0.8761
C -3.8137 -1.5825 2.8851
C -0.7141 3.1734 2.1956
C 0.2985 -6.1549 0.1206
C -1.6575 0.5528 4.2399
C -5.5553 2.7512 -0.7016
C -1.2454 -4.4564 0.8689
H 3.8692 -4.4529 3.1876
H -1.7848 -2.1433 2.5121
H -1.8735 -0.0362 5.1424
H -2.9637 1.0829 -2.1015
H -3.2234 -3.5029 -1.3873
H 1.2347 3.9849 -0.4502
H -6.0079 -0.5282 0.5302
H 1.0325 1.3007 5.1914
H -4.0763 -0.9672 -0.9180
H 0.6193 -2.5372 3.3832
H -5.3814 1.4337 -2.3938
H 4.1008 -2.0170 -5.3247
H 2.3013 5.3878 1.2566
H 3.9486 4.2070 -1.4956
H 0.6927 -7.1629 0.1926
H 5.6596 4.3479 0.2970
H 1.7669 -1.2889 -5.1326
H 2.6412 -0.4024 2.5790
H 1.6113 -5.5825 -1.4854
H -4.3178 -3.7441 -3.5771
H 3.3178 -2.2096 4.1009
H -2.9881 3.7445 1.2712
H 5.6329 -1.8216 -3.3765
H -1.5537 2.5445 2.4707
H 3.0832 -3.0380 -0.7736
H 0.6007 4.4901 -5.1856
H 4.5419 0.4561 1.6797
H -2.0755 -4.1743 1.5036
H 0.7213 -3.2898 -1.6356
H -3.7379 -1.7628 3.9534
H 1.4087 5.4366 3.5664
H -1.1482 4.6463 -1.2870
H -3.6225 -2.2769 -5.4644
H 0.8336 2.0609 -4.9905
H 2.2374 0.2681 4.4084
H 3.7233 -4.8540 0.7491
H 2.5051 2.2206 -1.6677
H 4.7687 -1.0001 -1.2242
H -2.5262 0.4714 3.5747
H -0.5236 4.0063 4.1655
H -0.4584 5.7929 -3.3499
H 1.6599 1.7393 3.5910
H -1.1557 -6.4439 1.6736
H 0.6558 -1.8804 5.0323
H -0.8938 -2.3058 4.2890
H -1.5551 1.5994 4.5463
H -6.6223 2.9029 -0.8256
H 5.9457 2.4591 1.8705
H -5.4057 4.0575 0.9950
H -1.7875 -0.6852 -5.1711
H -5.8667 -0.9494 2.9673


# 3
Density functional theory data (ωB97M-V/def2-TZVPD) for a molecular structure, C38H41Cl2NO8TaTe.

Computed properties:
* LUMO energy (spin up / spin down): -0.1922 / -0.2008 hartree
* net charge: +2
* molecular weight: 1019.20 g/mol
* multiplicity: 2
* expectation value of S²: 0.75
* energy above the lowest of the compared OMol25 structures with the same formula, charge and spin: 0.0 kcal/mol

Positions of all 92 atoms, in Å:
Ta -0.8901 0.3854 1.1528
Te 1.0764 -3.1022 0.8361
Cl 1.0865 0.0721 3.4073
Cl -1.2351 1.7916 4.0312
O -1.8998 7.6148 0.6521
O -1.7042 -0.9512 2.7460
O -6.9655 0.3366 -1.2958
O 0.3741 2.0294 1.2474
O -2.6124 -0.1818 0.4884
O -0.6680 0.7750 -0.8745
O -1.7321 2.4153 1.0002
O 0.2794 8.3380 0.8423
N -0.3306 -1.7599 1.2759
C -4.7887 0.0557 -0.3157
C 2.9836 -0.7763 0.1645
C 0.0086 -3.6746 -3.3912
C 3.4417 -2.0096 2.2331
C 0.9856 -3.4817 -1.2302
C 3.1363 -3.0976 3.2282
C -0.1180 -3.2868 -2.0563
C -2.8876 0.7920 -1.6714
C 2.1623 -4.1027 -1.6904
C 1.3132 6.1417 1.1019
C 6.0803 0.6852 1.8347
C -5.1388 1.0055 -2.5412
C -1.3918 5.2249 0.8739
C 4.5371 -1.1924 2.4520
C 4.8845 -0.1735 1.5661
C 0.2449 6.9979 0.9366
C -0.8914 1.5105 -3.0886
C -1.4531 -2.7303 -1.6455
C 1.1611 -4.2526 -3.8994
C -1.4956 0.9952 -1.8173
C -1.0752 6.5508 0.8262
C -3.7964 1.1654 -2.6959
C -5.6453 0.4464 -1.3442
C -0.5782 2.9189 1.0936
C -1.0850 8.7818 0.7549
C 3.3368 -4.4135 -0.8054
C 0.2802 1.1248 4.6244
C -0.3084 4.3349 1.0450
C -1.4601 -3.3370 2.8875
C 2.2252 -4.4667 -3.0269
C 4.0973 0.0161 0.4398
C 2.6693 -1.7825 1.0783
C 1.0111 4.7841 1.1555
C -3.4230 0.2342 -0.4890
C -1.1641 -1.9997 2.3035
C 2.2369 -0.4929 -1.1039
C -7.5801 -0.2123 -0.1281
C 1.2546 -4.6765 -5.3336
H -1.3366 9.3245 1.6684
H 3.8488 -3.5198 -0.4460
H -5.8441 1.2975 -3.3046
H 2.2287 0.5813 -1.2802
H 0.1907 1.4969 -2.9998
H 4.3522 0.8052 -0.2562
H -8.6468 -0.1804 -0.3239
H 1.2012 -0.8275 -1.0966
H 1.8004 4.0587 1.2853
H 2.3232 6.5118 1.1884
H -1.7116 -1.8819 -2.2821
H 3.8145 -3.0246 4.0754
H 6.1646 1.4908 1.1090
H 2.1190 -3.0345 3.6271
H 0.3980 -4.3294 -5.9075
H 5.1399 -1.3525 3.3375
H -1.2212 2.5356 -3.2662
H -2.4074 4.8678 0.7936
H -1.5678 -4.1043 2.1214
H 0.9672 1.9359 4.8377
H -7.2582 -1.2450 0.0139
H -3.4211 1.6000 -3.6112
H 6.0227 1.1227 2.8314
H 4.0681 -4.9958 -1.3624
H -7.3448 0.3928 0.7480
H -1.5132 -2.4054 -0.6120
H 0.0855 0.5007 5.4891
H 3.0610 -5.0247 0.0618
H -1.2010 9.3863 -0.1436
H 3.2617 -4.0958 2.8002
H -5.1460 -0.3796 0.6041
H -0.6399 -3.6342 3.5478
H 1.2915 -5.7640 -5.4069
H 6.9955 0.0936 1.7920
H -2.3699 -3.2702 3.4790
H 3.1269 -4.9417 -3.3935
H -0.8422 -3.5294 -4.0464
H 2.1607 -4.2877 -5.7976
H -1.1962 0.9182 -3.9513
H -2.2266 -3.4828 -1.8059
H 2.7250 -0.9790 -1.9521


# 4
Density functional theory data (ωB97M-V/def2-TZVPD) for a molecular structure, C37H41IMoN5O4Sb at a distorted geometry.

Computed properties:
* LUMO energy (spin up / spin down): -0.2279 / -0.2426 hartree
* net charge: +2
* molecular weight: 964.37 g/mol
* multiplicity: 3
* expectation value of S²: 2.02
* energy above the lowest of the compared OMol25 structures with the same formula, charge and spin: 9.1 kcal/mol

Positions of all 90 atoms, in Å:
I -3.7094 -0.1480 1.6115
Sb 3.0370 0.7660 -0.7437
Mo -0.1614 -0.1582 -0.0863
O -1.2783 -1.8033 0.0331
O 0.0074 1.6453 -0.4725
O 2.2489 -5.2380 -4.2874
O 3.7634 -5.6291 1.6192
N -0.8489 0.7457 1.8254
N 0.5988 -1.3972 -1.6485
N -2.4882 -1.0298 -1.7032
N -1.7691 0.0984 -1.4281
N 1.1174 -1.5200 0.9442
C -1.5728 2.4479 -2.0100
C 0.3947 -2.3243 -3.8415
C 1.4377 -2.6210 0.2188
C -2.1894 -2.0021 -0.8906
C 0.1107 1.8046 3.7659
C -0.4908 2.6778 -1.1345
C 1.1239 -3.6926 -2.0344
C 2.6785 -3.5759 2.0416
C 0.7782 -3.5742 -3.3781
C -0.9977 1.4643 4.5294
C -2.1411 1.1504 -2.1087
C 2.1964 -3.6530 0.7445
C 3.8140 2.7134 -0.0908
C 0.0244 3.9638 -0.9877
C 2.3720 -2.4302 2.7730
C -0.5067 5.0023 -1.7276
C -2.9213 -3.2656 -0.9851
C -2.0901 3.5234 -2.7519
C 0.1352 1.4421 2.4408
C 1.0375 -2.5993 -1.1972
C 0.9094 -4.7829 -4.2755
C -2.6743 -4.2798 -0.0603
C 5.1937 3.1037 -0.6053
C -1.5579 4.7829 -2.6213
C 3.6920 1.0056 -2.8056
C 3.6232 -0.2384 -3.6826
C -1.9651 0.5296 2.5507
C 5.9273 -0.5281 -0.5548
C 1.6006 -1.4514 2.1973
C -3.4100 -5.4517 -0.1077
C 0.3159 -1.2748 -2.9485
C 3.5136 -4.6751 2.6195
C -2.0651 0.8553 3.8955
C 4.4872 -0.7371 -0.1005
C -4.6163 -4.6208 -2.0215
C -4.3779 -5.6227 -1.0875
C -3.8991 -3.4410 -1.9699
H 4.1173 -1.0925 -3.2137
H 2.7332 -2.3014 3.7847
H 5.9673 2.4178 -0.2651
H 0.9414 2.3529 4.1875
H 5.4438 4.0979 -0.2303
H 2.9732 -5.1095 3.4702
H -2.9215 3.3463 -3.4237
H -4.0793 -2.6387 -2.6700
H 0.0047 -0.2892 -3.2698
H 4.7244 1.3415 -2.7173
H 5.9947 -0.3505 -1.6288
H 4.1268 -0.0471 -4.6316
H 2.7620 -4.7337 -4.9260
H 4.4412 -4.2417 3.0126
H 4.0860 -1.6751 -0.4936
H 2.4482 -4.5160 0.1473
H 0.5392 -4.5574 -5.2776
H -2.9842 0.9978 -2.7755
H -1.0445 1.6959 5.5848
H 0.8244 4.1315 -0.2783
H 2.5974 -0.5153 -3.9085
H 3.7924 2.7182 1.0001
H 4.2811 -6.3547 1.9803
H -0.1033 5.9992 -1.6109
H -5.3694 -4.7636 -2.7846
H 3.0641 3.4225 -0.4441
H 6.5220 -1.4163 -0.3330
H 1.3445 -0.5717 2.7647
H -3.2400 -6.2302 0.6239
H -4.9560 -6.5367 -1.1190
H -2.9855 0.6570 4.4244
H 1.4493 -4.6554 -1.6653
H -1.9618 5.6027 -3.1983
H 0.1362 -2.1626 -4.8793
H 6.3884 0.3128 -0.0401
H 0.9751 1.7177 1.8125
H 5.2307 3.1543 -1.6920
H -1.9120 -4.1370 0.6958
H 4.4222 -0.7846 0.9885
H 3.1085 1.8249 -3.2277
H 0.3153 -5.6007 -3.8655


# 5
Density functional theory data (ωB97M-V/def2-TZVPD) for 2 unconnected molecules or ions with the total composition C3H9OS at a distorted geometry.

Computed properties:
* LUMO energy: 0.1531 hartree
* net charge: -1
* molecular weight: 93.17 g/mol
* energy above the lowest of the compared OMol25 structures with the same formula, charge and spin: 13.8 kcal/mol

Positions of all 14 atoms, in Å:
S 0.2028 0.4934 2.0268
O 0.3098 2.8729 0.0278
C -0.0056 -1.1125 1.0799
C -0.7571 -1.0199 -0.3011
C 0.1919 -0.2993 -1.3341
H 0.0223 2.0764 0.4637
H 1.0273 -1.5018 0.8887
H -0.9776 -2.0209 -0.6279
H -0.2081 -0.2234 -2.3449
H 0.5633 0.6744 -0.9711
H -0.5093 -1.8416 1.7533
H 1.2106 -0.9626 -1.3161
H 0.6395 3.3208 0.8033
H -1.7099 -0.4559 -0.1484


# 6
Density functional theory data (ωB97M-V/def2-TZVPD) for C11H16OSSi in the gas phase at a distorted geometry.

Computed properties:
* LUMO energy: 0.0063 hartree
* net charge: 0
* molecular weight: 224.40 g/mol
* energy above the lowest of the compared OMol25 structures with the same formula, charge and spin: 0.0 kcal/mol

Positions of all 30 atoms, in Å:
S -0.0075 -0.3699 -2.6958
Si -1.1481 -1.0166 0.6977
O -0.8134 0.2882 -3.7354
C 3.3173 1.0728 -0.7572
C -0.4912 -2.7873 0.5928
C 0.2891 -0.0856 1.4771
C 1.4381 2.0440 -2.5110
C -1.5281 -0.3262 -1.0530
C -2.6621 -0.1230 -1.6573
C 2.3091 0.2061 -1.2799
C 2.4838 2.8490 -2.0862
C -2.6789 -0.8507 1.8368
C 1.3338 0.6832 -2.1676
C 3.4594 2.3826 -1.2163
H -3.4956 -1.4500 1.3938
H 0.5086 -2.6814 0.9718
H -2.7873 0.1759 -2.7194
H 0.7489 2.4817 -3.2015
H -0.3427 -3.0179 -0.4864
H -1.0525 -3.5382 1.0852
H 0.9178 -0.5365 2.2249
H -2.2162 -1.0824 2.7623
H 2.4490 3.8835 -2.3687
H 2.2682 -0.9350 -0.9706
H 4.1843 3.0750 -0.7485
H 0.0798 0.9226 1.7478
H 4.1844 0.6162 -0.3726
H -3.4767 0.0320 -0.9547
H 0.7959 0.0227 0.5448
H -3.0000 0.1689 2.0270


# 7
Density functional theory data (ωB97M-V/def2-TZVPD) for C5H8N2 in the gas phase.

Computed properties:
* LUMO energy (spin up / spin down): 0.0157 / 0.0156 hartree
* SMILES: CN1C=C=NCC1
* net charge: 0
* molecular weight: 96.13 g/mol
* energy above the lowest of the compared OMol25 structures with the same formula, charge and spin: 76.0 kcal/mol

Positions of all 15 atoms, in Å:
N -0.6099 0.2693 -0.0671
N 1.3723 -1.3370 -1.1304
C 0.4081 -0.8175 -1.7282
C 0.6227 0.1282 0.7027
C -0.4963 0.1468 -1.4387
C -1.8602 0.2354 0.6568
C 1.8479 -0.3450 -0.1325
H 0.4424 -0.5666 1.5333
H 2.3291 0.5060 -0.6254
H -2.6716 -0.0535 -0.0174
H 2.5794 -0.8172 0.5310
H -1.8234 -0.4980 1.4757
H 0.8884 1.1011 1.1385
H -2.1014 1.2143 1.0941
H -1.0685 0.7579 -2.1254


# 8
Density functional theory data (ωB97M-V/def2-TZVPD) for C5H4O2 in the gas phase at a distorted geometry.

Computed properties:
* LUMO energy: -0.0083 hartree
* SMILES: O=C1C=C2C[C@H]2O1
* net charge: 0
* molecular weight: 96.08 g/mol
* energy above the lowest of the compared OMol25 structures with the same formula, charge and spin: 74.1 kcal/mol

Positions of all 11 atoms, in Å:
O 2.2709 -1.6177 -0.4296
O 0.0473 -1.4406 -0.1266
C -1.3044 0.7864 -0.2675
C 0.0350 0.8986 0.2766
C 1.3425 -0.9442 -0.0964
C 1.3009 0.5336 0.1459
C -0.8488 -0.4950 0.3284
H -1.4639 0.9565 -1.3180
H -1.5516 -0.9613 1.0361
H 2.2251 1.0970 0.0455
H -2.0532 1.1868 0.4056